Record 1
Computed, not measured: C65H54N9PRh as an isolated structure, with ωB97M-V with the def2-TZVPD basis set.

Each line ends with the Löwdin charge.
Geometry (Å):
Rh1 -0.1107 -0.6932 -0.2255  1.2521
C1 -0.8130 4.1004 2.5899  0.0128
N1 -1.1232 3.0636 1.6132  -0.0287
C2 -0.3670 1.9801 1.3362  -0.3969
N2 -0.9497 1.2682 0.3806  0.0810
C3 -2.1377 1.8879 0.0330  -0.1186
C4 -2.2405 3.0370 0.8197  -0.0699
C5 -3.3017 4.0476 0.9547  -0.2112
C6 -3.0427 5.3932 0.6940  -0.0327
C7 -4.0490 6.3367 0.8289  -0.0451
C8 -5.3185 5.9513 1.2347  -0.0415
C9 -5.5776 4.6156 1.5145  -0.0428
C10 -4.5787 3.6687 1.3711  -0.0246
C11 -3.0779 1.3679 -0.9546  -0.0559
C12 -3.9844 2.2338 -1.5342  0.0040
C13 -4.9796 2.0475 -2.4931  -0.0047
C14 -5.3930 0.8708 -3.1549  -0.0748
C15 -4.9872 -0.4026 -2.9274  -0.0165
C16 -4.1621 -0.9239 -1.7649  -0.2087
P1 1.1905 1.5881 2.2069  1.2187
C17 2.1104 1.3607 0.6627  -0.4184
N3 1.7778 0.5500 -0.3351  0.0860
C18 2.7025 0.7296 -1.3260  -0.1315
C19 3.5895 1.7091 -0.9310  -0.0927
N4 3.1993 2.0842 0.3282  -0.0320
C20 3.8293 3.1226 1.1339  0.0122
C21 4.7056 2.3496 -1.6472  -0.1820
C22 5.8682 1.6463 -1.9496  -0.0213
C23 6.9029 2.2647 -2.6335  -0.0436
C24 6.7862 3.5930 -3.0187  -0.0445
C25 5.6405 4.3082 -2.6990  -0.0482
C26 4.6043 3.6913 -2.0180  -0.0341
C27 2.5984 0.0914 -2.6679  -0.2136
C28 2.7169 -1.7732 -3.7617  -0.1095
C29 2.5699 -1.4864 -5.2270  -0.0535
C30 2.4361 -0.2719 -5.7677  -0.0720
C31 2.2253 0.9665 -5.0327  -0.0445
C32 2.2430 1.1330 -3.7049  0.0079
C33 0.8757 -0.1779 2.5381  -0.4305
N5 0.3671 -1.0505 1.6801  -0.0567
C34 0.2414 -2.2681 2.3224  -0.1925
C35 0.7357 -2.1025 3.6115  -0.0987
N6 1.0934 -0.7877 3.7255  -0.0278
C36 1.6647 -0.1726 4.9174  0.0132
C37 0.9076 -3.1168 4.6566  -0.2011
C38 1.5985 -4.2891 4.3373  -0.0267
C39 1.6810 -5.3201 5.2543  -0.0437
C40 1.0697 -5.1949 6.4963  -0.0426
C41 0.3958 -4.0272 6.8254  -0.0479
C42 0.3191 -2.9861 5.9137  -0.0320
C43 -0.4932 -3.4040 1.7299  -0.1991
C44 -0.6618 -3.5082 0.3472  -0.1000
C45 -1.4697 -4.4803 -0.2168  -0.0525
C46 -2.1294 -5.3891 0.5948  -0.0463
C47 -1.9736 -5.3058 1.9715  -0.0351
C48 -1.1741 -4.3269 2.5350  -0.0124
H1 -0.1377 3.7056 3.3434  0.0704
H2 -1.7307 4.4367 3.0648  0.1120
H3 -0.3411 4.9551 2.1076  0.1075
H4 -2.0596 5.7029 0.3589  0.1215
H5 -3.8421 7.3774 0.6183  0.1194
H6 -6.1034 6.6883 1.3353  0.1207
H7 -6.5603 4.3145 1.8524  0.1184
H8 -4.7799 2.6284 1.5897  0.1027
H9 -3.8868 3.2599 -1.2095  0.1134
H10 -5.4975 2.9484 -2.7971  0.1215
H11 -6.1020 1.0120 -3.9625  0.1268
H12 -5.4118 -1.1863 -3.5446  0.1414
H13 -3.7777 -1.9142 -2.0281  0.1554
H14 4.8830 3.1836 0.8764  0.1101
H15 3.7272 2.8865 2.1897  0.0786
H16 3.3716 4.0924 0.9407  0.1061
H17 5.9720 0.6253 -1.6128  0.1019
H18 7.8048 1.7104 -2.8567  0.1181
H19 7.5927 4.0710 -3.5578  0.1200
H20 5.5518 5.3483 -2.9826  0.1177
H21 3.7017 4.2468 -1.7890  0.1201
H22 2.9348 -2.8257 -3.5945  0.1575
H23 2.6793 -2.3429 -5.8827  0.1287
H24 2.4167 -0.1973 -6.8481  0.1211
H25 2.0171 1.8405 -5.6384  0.1190
H26 2.0583 2.1274 -3.3156  0.1215
H27 2.2679 -0.9056 5.4472  0.1115
H28 0.8809 0.1819 5.5854  0.1076
H29 2.2919 0.6670 4.6319  0.0748
H30 2.0651 -4.3821 3.3637  0.1178
H31 2.2134 -6.2268 5.0001  0.1185
H32 1.1172 -6.0086 7.2072  0.1198
H33 -0.0851 -3.9335 7.7898  0.1183
H34 -0.2326 -2.0869 6.1631  0.1177
H35 -0.0985 -2.8504 -0.3155  0.0404
H36 -1.5728 -4.5396 -1.2934  0.1138
H37 -2.7542 -6.1576 0.1602  0.1185
H38 -2.4936 -6.0006 2.6178  0.1217
H39 -1.1075 -4.2564 3.6100  0.1198
C49 -2.4954 -0.9729 2.3909  0.0186
C50 -3.0692 -0.6065 1.0552  -0.2919
C51 -4.4078 -0.0994 1.1803  -0.0441
C52 -5.4759 -0.4392 0.3658  -0.0286
C53 -5.3305 -1.0678 -0.8405  -0.0034
C54 -2.9050 -0.1126 -1.2807  -0.2572
N7 -2.3827 -0.7762 -0.0457  0.0833
C55 -1.8729 -0.2305 -2.4159  -0.1406
C56 -2.2523 -0.1049 -3.7472  0.0287
C57 -1.4682 -0.6869 -4.7171  0.0300
C58 -0.2434 -1.2177 -4.3647  0.0304
C59 0.2405 -0.9942 -3.0918  -0.1323
N8 -0.6075 -0.5661 -2.1228  0.0232
C60 1.6890 -1.2042 -2.7053  -0.2356
C61 3.7846 -0.7870 -3.1880  -0.1422
C62 4.6277 -1.5013 -2.2060  0.0028
C63 4.1467 -2.2094 -1.1829  -0.0017
C64 2.7463 -2.3127 -0.7876  -0.2702
C65 2.5586 -2.9903 0.5399  -0.0013
N9 1.7021 -1.8845 -1.4110  0.1058
H40 -3.2514 -0.9068 3.1678  0.1008
H41 -1.6725 -0.3065 2.6593  0.0777
H42 -2.1350 -1.9936 2.3604  0.0709
H43 -4.6471 0.3050 2.1547  0.1102
H44 -6.4708 -0.3351 0.7832  0.1331
H45 -6.1679 -1.6167 -1.2533  0.1298
H46 -3.1798 0.3586 -4.0167  0.1082
H47 -1.8216 -0.7561 -5.7376  0.1386
H48 0.3355 -1.7565 -5.0866  0.1134
H49 4.3859 -0.2873 -3.9405  0.1567
H50 5.6934 -1.5319 -2.3984  0.1322
H51 4.8458 -2.7499 -0.5595  0.1210
H52 3.3690 -3.6928 0.7192  0.0998
H53 1.6130 -3.5207 0.5943  0.0607
H54 2.5964 -2.2411 1.3363  0.0938

## Properties
- HOMO-LUMO gap (spin up / spin down) (eV) = 4.5 / 4.5
- net charge = +3
- LUMO (spin up / spin down) (eV) = -8.92 / -8.92

Record 2
Computed, not measured: a 3-piece molecular cluster, C65H56N2O6Si overall, with ωB97M-V with the def2-TZVPD basis set.

Each line ends with the Löwdin charge.
Geometry (Å):
C1 7.4263 -2.2176 5.2100  -0.1971
Si1 6.3226 -3.1338 3.9065  0.5754
C2 4.7258 -3.6289 4.8622  -0.2179
C3 5.9513 -2.0178 2.3702  -0.2533
C4 7.1878 -1.0748 1.9928  -0.2507
C5 6.7928 0.4833 1.8695  -0.2083
C6 5.7994 0.7895 0.6617  -0.1998
C7 4.4142 1.4626 1.0723  -0.2103
C8 4.5343 2.6726 2.0981  -0.1988
C9 3.1262 3.4475 2.2681  -0.1697
C10 2.3977 3.0909 3.6696  -0.1374
C11 1.6566 1.7127 3.4723  -0.0617
C12 2.2580 0.3562 3.7733  -0.1186
C13 3.7085 0.1815 4.3708  -0.1367
C14 3.9543 0.9359 5.7387  -0.2250
N1 3.0250 1.4027 6.5181  0.0851
C15 1.4585 -0.9196 3.4983  0.0008
C16 0.0536 -0.9282 2.9381  0.0112
C17 -0.5675 0.4377 2.6675  -0.0399
C18 0.2233 1.7237 2.9382  0.0105
C19 -0.5533 3.0802 2.6228  -0.2613
O1 -0.0177 4.0457 2.0738  0.0709
C20 -2.0885 3.0634 3.0552  -0.0408
C21 -2.7813 4.2271 3.7303  0.0022
C22 -4.2493 4.0766 4.1383  -0.0395
C23 -5.0215 2.7791 3.8805  -0.0044
C24 -4.3581 1.6051 3.2071  -0.0640
C25 -5.0755 0.2076 2.9291  -0.2238
C26 -4.9874 -0.9366 3.9034  -0.0176
C27 -5.5958 -2.3255 3.7104  -0.0270
C28 -6.3775 -2.4306 2.3875  -0.0463
C29 -6.4018 -1.1867 1.5494  -0.1345
N2 -5.7997 0.0673 1.7403  0.0776
C30 -2.8826 1.7778 2.8020  0.0116
C31 -2.0520 0.5910 2.1186  -0.2635
O2 -2.5038 -0.1301 1.2181  0.0669
C32 7.1661 -4.7943 3.3958  -0.2313
C33 8.5294 -4.8919 2.7425  -0.0783
C34 9.1283 -6.2576 2.4181  -0.0863
C35 8.4251 -7.5675 2.6800  -0.0762
C36 7.0334 -7.4780 3.3108  -0.0717
C37 6.4327 -6.1151 3.6572  -0.0830
H1 8.4951 -2.1997 4.8419  0.0322
H2 6.9815 -1.1858 5.3761  0.0304
H3 7.2909 -2.7913 6.1816  0.0434
H4 4.4497 -2.8261 5.6297  0.0336
H5 4.9653 -4.5556 5.4856  0.0367
H6 3.8182 -3.7670 4.1990  0.0361
H7 4.9576 -1.4824 2.4512  0.0594
H8 5.8380 -2.7557 1.5011  0.0849
H9 8.0550 -1.1420 2.7301  0.0864
H10 7.5734 -1.3816 0.9682  0.1084
H11 7.7789 1.0081 1.6159  0.1106
H12 6.4700 0.9136 2.8665  0.0891
H13 6.3155 1.5267 -0.0433  0.1104
H14 5.6030 -0.1465 0.0413  0.1147
H15 3.9697 1.8974 0.1113  0.1183
H16 3.6651 0.6882 1.4285  0.0993
H17 4.9210 2.3896 3.1231  0.0804
H18 5.2700 3.4468 1.6896  0.1186
H19 2.3976 3.1748 1.4319  0.1047
H20 3.2724 4.5769 2.1724  0.1142
H21 1.6122 3.8649 3.9326  0.1095
H22 3.1791 3.0927 4.4828  0.0933
H23 4.4865 0.4295 3.5920  0.0661
H24 3.8364 -0.9315 4.6017  0.0880
H25 5.0457 1.0680 6.0513  0.1170
H26 3.5382 1.8157 7.3198  0.0532
H27 1.9382 -1.9251 3.7049  0.0919
H28 -0.4885 -1.9006 2.7470  0.1100
H29 -2.2232 5.1843 3.9288  0.1057
H30 -4.7078 4.9662 4.6651  0.0935
H31 -6.0933 2.7349 4.2186  0.1033
H32 -4.3872 -0.7608 4.8517  0.1018
H33 -5.4888 -3.1726 4.4384  0.0911
H34 -6.8946 -3.3958 2.0928  0.0946
H35 -7.0171 -1.2790 0.5948  0.1010
H36 9.0710 -3.9192 2.5141  0.0919
H37 10.1655 -6.2371 1.9587  0.0871
H38 8.8754 -8.5807 2.4501  0.0906
H39 6.4193 -8.4033 3.5313  0.0867
H40 5.3950 -6.1514 4.1135  0.0748
C38 -5.2604 1.7339 -3.1226  -0.0510
C39 -5.3370 0.4114 -2.6976  -0.0492
C40 -6.4266 -0.3634 -3.0621  -0.0012
C41 -7.4477 0.1754 -3.8418  -0.0860
C42 -7.3784 1.5074 -4.2495  -0.0858
C43 -6.2753 2.2835 -3.8965  0.0046
C44 -8.4780 2.1114 -5.0379  -0.2797
O3 -8.4171 3.2733 -5.3972  0.1022
C45 -9.6583 1.2800 -5.3739  -0.0836
C46 -10.7270 1.8486 -6.0655  0.0009
C47 -11.8320 1.0740 -6.3963  -0.0592
C48 -11.8703 -0.2734 -6.0459  -0.0597
C49 -10.8103 -0.8426 -5.3519  0.0003
C50 -9.7061 -0.0649 -5.0058  -0.0842
C51 -8.5965 -0.6733 -4.2344  -0.2800
O4 -8.6310 -1.8509 -3.9238  0.0994
H41 -4.4034 2.3359 -2.8405  0.1055
H42 -4.5498 -0.0116 -2.0827  0.1097
H43 -6.4814 -1.3945 -2.7303  0.1193
H44 -6.2088 3.3167 -4.2188  0.1208
H45 -10.7019 2.8964 -6.3439  0.1205
H46 -12.6644 1.5198 -6.9299  0.1066
H47 -12.7301 -0.8791 -6.3108  0.1065
H48 -10.8473 -1.8910 -5.0773  0.1202
C52 1.0378 -0.8395 -9.3586  -0.0587
C53 0.9039 0.4590 -9.8442  -0.0584
C54 0.6415 1.5055 -8.9695  0.0011
C55 0.5001 1.2552 -7.6056  -0.0843
C56 0.6102 -0.0490 -7.1225  -0.0838
C57 0.8909 -1.0945 -8.0012  0.0011
C58 0.4134 -0.3370 -5.6816  -0.2798
O5 0.5131 -1.4746 -5.2591  0.1031
C59 0.0848 0.7810 -4.7663  -0.0840
C60 -0.1600 0.5187 -3.4188  0.0047
C61 -0.4570 1.5616 -2.5500  -0.0527
C62 -0.4980 2.8725 -3.0219  -0.0559
C63 -0.2609 3.1374 -4.3646  0.0017
C64 0.0214 2.0913 -5.2419  -0.0851
C65 0.2381 2.3812 -6.6785  -0.2798
O6 0.1962 3.5258 -7.0928  0.1024
H49 1.2517 -1.6547 -10.0413  0.1069
H50 1.0064 0.6550 -10.9059  0.1069
H51 0.5433 2.5154 -9.3520  0.1208
H52 0.9907 -2.1080 -7.6292  0.1206
H53 -0.1241 -0.4987 -3.0451  0.1217
H54 -0.6521 1.3567 -1.5026  0.1046
H55 -0.7201 3.6872 -2.3410  0.1083
H56 -0.3000 4.1587 -4.7272  0.1209

## Properties
- HOMO-LUMO gap (eV) = 8.1
- LUMO (eV) = -0.92

Q: Number 2 is which compound?
A: C65H56N2O6Si